[1]
The following is a DFT calculation (ωB97M-V/def2-TZVPD) of a structure of composition C38H36F8N2O24S in a non-equilibrium geometry.

Structure (ORCA input):
```
! wB97M-V def2-TZVPD RIJCOSX def2/J DEFGRID3
* xyz 0 1
C -6.144 -0.283 1.585
C -4.969 -0.118 0.608
C -4.019 0.880 0.778
C -2.962 1.042 -0.151
C -2.920 0.165 -1.228
C -1.830 0.277 -2.332
C -0.895 1.460 -2.144
C -1.011 2.530 -2.994
C -0.162 3.706 -2.947
C 0.847 3.815 -2.020
C 0.980 2.737 -1.086
N 1.851 2.600 -0.064
S 1.542 1.203 0.686
N 0.306 0.589 -0.224
C 0.130 1.564 -1.127
C -3.853 -0.876 -1.399
C -4.891 -1.021 -0.474
H -6.009 0.423 2.423
H -7.092 0.002 1.095
H -6.168 -1.332 1.917
H -4.099 1.551 1.639
H -2.221 1.832 -0.005
H -1.303 -0.682 -2.474
H -2.396 0.451 -3.268
H -1.803 2.469 -3.748
H -0.267 4.529 -3.662
H 1.518 4.674 -1.982
H -3.790 -1.576 -2.236
H -5.618 -1.823 -0.643
C -1.964 -4.161 -1.041
C -1.659 -5.389 -1.852
O -2.163 -5.056 -3.131
C -2.069 -3.696 -3.233
O -2.151 -3.094 -4.251
O -1.862 -3.124 -2.021
F -2.335 -6.476 -1.384
H -2.975 -4.173 -0.628
H -1.257 -4.007 -0.230
H -0.596 -5.625 -1.928
C 2.546 -2.229 2.209
C 2.613 -3.270 3.291
O 1.285 -3.758 3.337
C 0.781 -3.605 2.080
O -0.201 -4.145 1.685
O 1.545 -2.770 1.338
F 2.921 -2.718 4.491
H 2.220 -1.253 2.588
H 3.495 -2.104 1.688
H 3.298 -4.096 3.085
C -2.081 4.352 4.016
C -2.048 3.304 5.096
O -3.397 2.877 5.157
C -3.910 3.060 3.906
O -4.918 2.572 3.514
O -3.113 3.865 3.159
F -1.702 3.838 6.294
H -2.359 5.335 4.399
H -1.136 4.436 3.483
H -1.404 2.449 4.878
C 4.929 2.223 4.072
C 4.991 1.174 5.147
O 3.655 0.701 5.202
C 3.147 0.871 3.952
O 2.154 0.349 3.554
O 3.916 1.702 3.210
F 5.313 1.719 6.348
H 4.615 3.196 4.456
H 5.873 2.340 3.544
H 5.662 0.345 4.930
C 9.110 -0.520 4.737
C 9.972 -0.257 3.531
O 9.098 -0.545 2.453
C 7.840 -0.277 2.899
O 6.889 -0.148 2.202
O 7.809 -0.167 4.255
F 11.023 -1.107 3.483
H 9.115 -1.570 5.033
H 9.389 0.088 5.595
H 10.330 0.771 3.446
C -4.629 4.306 -2.701
C -4.282 5.566 -3.448
O -3.801 6.413 -2.423
C -3.268 5.592 -1.469
O -2.545 5.955 -0.603
O -3.667 4.306 -1.646
F -5.381 6.131 -4.005
H -5.634 4.337 -2.276
H -4.535 3.414 -3.317
H -3.510 5.440 -4.211
C 2.457 4.731 -5.203
C 3.349 4.995 -6.385
O 2.497 4.734 -7.483
C 1.230 5.015 -7.061
O 0.301 5.164 -7.780
O 1.171 5.111 -5.703
F 4.390 4.128 -6.422
H 2.440 3.677 -4.919
H 2.728 5.325 -4.332
H 3.724 6.019 -6.449
C -3.021 -9.603 -1.404
C -1.730 -10.364 -1.535
O -2.136 -11.557 -2.178
C -3.230 -11.232 -2.933
O -3.669 -11.909 -3.799
O -3.741 -10.029 -2.561
F -1.212 -10.676 -0.320
H -3.578 -9.880 -0.507
H -2.873 -8.526 -1.406
H -0.970 -9.864 -2.138
*
```

Summary:
frontier orbital gap: 7.9 eV
total energy: -4582.1208 Ha
E_HOMO: -8.4 eV



[2]
The following is a DFT calculation (ωB97M-V/def2-TZVPD) of a structure of composition C38H36IrN4OPS in a non-equilibrium geometry.

Structure (ORCA input):
```
! wB97M-V def2-TZVPD RIJCOSX def2/J DEFGRID3
* xyz 2 1
Ir -0.586 -0.205 -0.273
N -0.947 -0.874 2.741
P -0.794 0.689 2.070
C -1.412 1.695 3.459
C -2.389 1.174 4.303
C -2.884 1.954 5.328
C -2.425 3.249 5.505
C -1.472 3.773 4.647
C -0.959 2.996 3.623
C -2.258 0.859 0.952
C -2.078 1.727 -0.156
C -3.177 2.051 -0.959
C -4.427 1.547 -0.659
C -4.606 0.706 0.440
C -3.526 0.339 1.220
C -0.282 -1.961 2.220
C -0.312 -3.199 2.871
C 0.358 -4.260 2.303
C 1.072 -4.061 1.124
C 1.048 -2.814 0.542
N 0.366 -1.791 1.062
H -1.158 -0.953 3.731
H -2.787 0.181 4.162
H -3.639 1.546 5.981
H -2.823 3.852 6.305
H -1.128 4.786 4.774
H -0.213 3.400 2.954
H -1.186 2.347 -0.228
H -3.050 2.729 -1.789
H -5.287 1.837 -1.246
H -5.599 0.351 0.679
H -3.659 -0.327 2.060
H -0.870 -3.314 3.788
H 0.338 -5.230 2.774
H 1.629 -4.861 0.665
H 1.592 -2.607 -0.368
C 4.694 0.592 -2.563
C 3.990 1.131 -1.485
C 2.664 0.805 -1.284
C 1.972 -0.048 -2.166
C 0.588 -0.357 -1.997
C -0.039 -1.102 -3.001
C 0.672 -1.654 -4.061
C 2.019 -1.405 -4.201
C 2.693 -0.586 -3.277
C 4.060 -0.267 -3.431
H 5.732 0.849 -2.711
H 4.495 1.801 -0.806
H 2.116 1.226 -0.449
H -1.108 -1.267 -2.983
H 0.151 -2.257 -4.787
H 2.553 -1.804 -5.051
H 4.607 -0.718 -4.244
C -5.690 -2.387 -5.234
C -4.645 -2.142 -4.156
C -5.292 -1.745 -2.826
N -4.275 -1.591 -1.792
C -3.676 -2.568 -1.124
S -2.200 -2.341 -0.307
N -4.183 -3.810 -1.043
C -5.507 -4.348 -1.227
O -5.595 -5.389 -1.811
C -6.616 -3.630 -0.586
C -6.439 -2.593 0.336
C -7.544 -2.023 0.938
C -8.824 -2.470 0.642
C -9.006 -3.494 -0.273
C -7.911 -4.075 -0.881
H -5.197 -2.623 -6.170
H -6.315 -1.512 -5.384
H -6.326 -3.228 -4.975
H -3.966 -1.348 -4.472
H -4.058 -3.052 -4.003
H -6.029 -2.491 -2.536
H -5.809 -0.789 -2.910
H -3.798 -0.699 -1.787
H -3.494 -4.543 -0.911
H -5.451 -2.242 0.599
H -7.421 -1.226 1.654
H -9.678 -2.019 1.120
H -9.998 -3.845 -0.508
H -8.033 -4.883 -1.585
*
```

Summary:
frontier orbital gap (spin up / spin down): 4.7 / 4.6 eV
energy relative to the best compared isomer or geometry (same formula, charge and spin): 84.3 kcal/mol
total energy: -2607.2064 Ha
E_HOMO (spin up / spin down): -12.4 / -12.4 eV



[3]
The following is a DFT calculation (ωB97M-V/def2-TZVPD) of a structure of composition C38H37As2IN2O2PRu in a non-equilibrium geometry.

Structure (ORCA input):
```
! wB97M-V def2-TZVPD RIJCOSX def2/J DEFGRID3
* xyz 2 2
Ru 0.489 -0.143 -0.188
I 1.190 2.117 1.556
C 2.342 1.627 3.277
C 2.121 2.473 4.329
C 2.958 2.442 5.454
C 4.031 1.603 5.462
C 4.250 0.691 4.402
C 5.375 -0.158 4.450
C 5.599 -1.088 3.476
C 4.664 -1.233 2.448
C 3.561 -0.411 2.342
P 2.480 -0.954 0.963
C 2.213 -2.727 1.292
C 1.072 -3.012 2.050
C 0.790 -4.315 2.424
C 1.617 -5.349 2.002
C 2.730 -5.073 1.221
C 3.044 -3.765 0.879
C 3.597 -0.783 -0.461
C 3.510 -1.670 -1.537
C 4.406 -1.574 -2.589
C 5.346 -0.552 -2.608
C 5.399 0.367 -1.568
C 4.532 0.254 -0.495
C 3.349 0.630 3.290
H 1.317 3.196 4.286
H 2.768 3.115 6.278
H 4.738 1.614 6.281
H 6.059 -0.052 5.282
H 6.471 -1.725 3.504
H 4.815 -2.017 1.719
H 0.422 -2.200 2.364
H -0.063 -4.528 3.056
H 1.394 -6.368 2.289
H 3.364 -5.884 0.887
H 3.931 -3.567 0.291
H 2.763 -2.456 -1.524
H 4.377 -2.299 -3.392
H 6.039 -0.467 -3.435
H 6.134 1.160 -1.588
H 4.593 0.962 0.322
O -1.605 0.049 0.745
N -2.392 0.997 0.430
N -1.918 1.871 -0.346
O -0.681 1.813 -0.795
C -2.760 2.946 -0.783
C -2.197 3.957 -1.550
C -2.999 4.993 -2.000
C -4.346 5.019 -1.674
C -4.900 4.001 -0.908
C -4.114 2.956 -0.458
H -1.140 3.940 -1.770
H -2.569 5.781 -2.603
H -4.965 5.839 -2.012
H -5.952 4.025 -0.663
H -4.537 2.157 0.131
C -0.176 -3.987 -1.277
As -0.917 -2.286 -0.664
C -2.392 -2.889 0.444
C -1.801 -1.676 -2.298
C -2.978 -2.298 -2.708
C -3.600 -1.935 -3.891
C -3.057 -0.928 -4.675
C -1.888 -0.303 -4.273
C -1.251 -0.674 -3.092
As 0.514 0.068 -2.707
C 1.501 -0.962 -4.038
C 0.611 1.818 -3.541
H -0.939 -4.533 -1.830
H 0.138 -4.572 -0.412
H 0.684 -3.825 -1.925
H -2.915 -3.698 -0.060
H -3.066 -2.058 0.638
H -2.006 -3.255 1.394
H -3.417 -3.084 -2.108
H -4.498 -2.447 -4.209
H -3.530 -0.639 -5.604
H -1.462 0.471 -4.898
H 0.988 -0.843 -4.991
H 1.523 -2.020 -3.781
H 2.517 -0.587 -4.121
H 0.168 1.802 -4.534
H 1.664 2.086 -3.634
H 0.111 2.552 -2.918
*
```

Summary:
frontier orbital gap (spin up / spin down): 6.2 / 6.3 eV
energy relative to the best compared isomer or geometry (same formula, charge and spin): 62.3 kcal/mol
total energy: -6935.0730 Ha
E_HOMO (spin up / spin down): -13.3 / -13.3 eV